No. 1
Here is a structure of composition C12H36B3MnO6S3 in a non-equilibrium geometry from the Open Molecules 2025 dataset. Energies are from ωB97M-V/def2-TZVPD.

XYZ file:
```
61
Properties=species:S:1:pos:R:3
Mn 10.89856 -0.84750 -18.03640
B 9.05435 -0.76308 -16.75230
H 8.20408 -0.85333 -16.09417
H 8.77388 -1.18346 -17.70565
H 9.59952 0.16774 -16.77676
H 9.80846 -1.43053 -16.36491
B 12.56603 0.78380 -17.59517
H 13.31344 1.24391 -16.96753
H 12.93918 -0.16734 -17.94205
H 11.58241 0.73916 -17.15386
H 12.44647 1.51957 -18.37529
B 10.09373 0.46220 -19.62622
H 9.78308 1.10174 -20.43784
H 11.13186 0.71859 -19.48206
H 9.50394 0.83128 -18.80150
H 9.98725 -0.57567 -19.90144
C 9.41102 -6.51745 -18.59510
C 10.04833 -6.13792 -17.21191
C 9.49392 -4.87937 -16.69694
S 9.46759 -3.88498 -18.27719
O 10.43131 -2.80450 -18.49668
O 8.04711 -3.69367 -18.55207
C 9.78326 -5.26115 -19.45950
H 8.32480 -6.54129 -18.50746
H 9.84745 -7.45189 -18.94787
H 11.12077 -6.01440 -17.36265
H 10.00395 -7.02575 -16.58113
H 10.10267 -4.35313 -15.96169
H 8.42281 -4.95817 -16.51091
H 10.86719 -5.19051 -19.55016
H 9.32778 -4.91956 -20.38898
C 15.69679 -1.34752 -20.93329
C 15.24143 -0.46988 -22.12863
C 13.71639 -0.16682 -21.77350
S 13.06491 -1.83644 -21.24366
O 12.37856 -2.59137 -22.27318
O 12.38999 -1.55897 -19.95455
C 14.71421 -2.59127 -21.02147
H 15.47630 -0.86849 -19.97934
H 16.73884 -1.66657 -20.95395
H 15.51267 -1.10133 -22.97468
H 16.02579 0.28476 -22.07025
H 13.10273 0.29674 -22.54591
H 13.69066 0.59494 -20.99429
H 14.90389 -3.15128 -21.93717
H 14.69351 -3.33261 -20.22266
C 15.94710 -2.44082 -15.94250
C 15.38320 -2.54263 -14.44099
C 13.95083 -2.07906 -14.39989
S 13.27861 -2.92820 -15.94020
O 12.16762 -2.12844 -16.58804
O 13.21618 -4.36561 -15.67974
C 14.84114 -2.84698 -16.88979
H 16.75833 -3.13788 -16.15257
H 16.44963 -1.50014 -16.16761
H 15.97199 -1.90688 -13.77975
H 15.32086 -3.61032 -14.23061
H 13.88256 -0.99329 -14.46729
H 13.35877 -2.34827 -13.52519
H 14.74491 -2.11675 -17.69330
H 14.95528 -3.80867 -17.39001
```

Properties
Gap between HOMO and LUMO (alpha / beta), eV: 5.976 / 6.438
Multiplicity: 6
Total charge: -1
Energy relative to the best compared isomer or geometry (same formula, charge and spin), kcal/mol: 122.28
Calculated total energy, eV: -91159.1841

No. 2
Here is a structure of composition C12H36B3MnO6S3 in a non-equilibrium geometry from the Open Molecules 2025 dataset. Energies are from ωB97M-V/def2-TZVPD.

XYZ file:
```
61
Properties=species:S:1:pos:R:3
Mn -0.10653 1.56865 0.51089
B 0.75631 3.48836 -0.50868
H 0.57668 2.56984 -1.15248
H -0.01486 3.46691 0.32669
H 1.81540 3.45120 -0.03265
H 0.66949 4.52577 -1.02107
B 0.73703 2.20932 2.57260
H 1.41761 2.66982 3.38912
H -0.19093 2.85407 2.33650
H 1.36180 2.01751 1.63962
H 0.33104 1.17138 2.92750
B -2.34303 2.19515 0.54556
H -3.39649 1.71008 0.43224
H -1.72299 1.73887 -0.28754
H -2.40811 3.34928 0.50778
H -1.88918 1.91750 1.55073
C -1.51194 -1.33349 4.47790
C -0.09400 -1.72816 4.04022
C -0.17912 -2.58970 2.77474
S -1.41105 -1.69042 1.80988
O -2.05084 -2.62936 0.89964
O -0.89431 -0.45981 1.25354
C -2.44552 -1.31053 3.27108
H -1.48085 -0.35774 4.95855
H -1.88337 -2.08819 5.17141
H 0.42596 -2.27213 4.83041
H 0.52608 -0.85269 3.83953
H -0.53735 -3.61120 2.90826
H 0.75782 -2.68713 2.22776
H -3.03972 -2.22727 3.29877
H -3.09576 -0.45373 3.12999
C -3.31422 0.50458 -2.95570
C -3.19393 -0.99676 -3.18732
C -1.88146 -1.44613 -2.53559
S -0.70739 -0.07521 -2.84040
O 0.17186 -0.43209 -3.92804
O -0.23417 0.39531 -1.56437
C -2.00127 1.10305 -3.43062
H -3.49286 0.75507 -1.90822
H -4.13362 0.95308 -3.51989
H -3.21904 -1.27887 -4.24527
H -4.03960 -1.56166 -2.78892
H -1.43852 -2.40852 -2.77696
H -2.07679 -1.44908 -1.46166
H -1.84521 1.03795 -4.51114
H -1.70136 2.11081 -3.14956
C 3.48124 -1.45464 -2.33478
C 4.61028 -0.47587 -1.95089
C 4.15781 0.43893 -0.81853
S 2.91633 -0.53008 0.15057
O 1.66776 0.18327 0.14631
O 3.50725 -0.89921 1.40657
C 2.87524 -1.93160 -1.00833
H 3.79965 -2.26678 -2.98194
H 2.69349 -0.88131 -2.83475
H 4.90402 0.09634 -2.83249
H 5.46631 -1.12431 -1.74175
H 3.59488 1.30660 -1.17105
H 5.00474 0.87318 -0.29226
H 2.05561 -2.64442 -1.00538
H 3.69368 -2.51381 -0.55610
```

Properties
Gap between HOMO and LUMO (alpha / beta), eV: 6.329 / 7.193
Multiplicity: 6
Total charge: -1
Energy relative to the best compared isomer or geometry (same formula, charge and spin), kcal/mol: 8.80
Calculated total energy, eV: -91164.1051

No. 3
Here is a structure of composition C12H36BBeF4O6S6 in a non-equilibrium geometry from the Open Molecules 2025 dataset. Energies are from ωB97M-V/def2-TZVPD.

XYZ file:
```
66
Properties=species:S:1:pos:R:3
Be 0.25597 -1.99484 -3.03093
B 0.12747 -0.25458 -0.20455
F -1.01681 0.59880 -0.09926
F 0.67882 -0.51115 1.03173
F -0.20696 -1.42256 -0.77020
F 1.05937 0.45220 -0.91657
C -1.57562 1.06356 3.28740
S -1.19197 2.82542 3.80316
O -2.41617 3.53271 3.27775
C 0.18526 3.26344 2.60909
H -2.16932 1.07894 2.37340
H -2.22417 0.68092 4.07547
H -0.62030 0.53973 3.25460
H 0.63136 2.30421 2.34647
H 0.82067 3.99518 3.10800
H -0.14805 3.79918 1.72028
C -1.04159 4.14553 -1.29442
S -2.28533 4.97248 -2.31418
O -3.12928 5.97201 -1.46441
C -1.04547 6.02770 -3.23523
H -0.65992 4.85318 -0.55845
H -0.15274 4.01130 -1.91087
H -1.24800 3.29731 -0.64170
H -0.28236 5.42644 -3.72944
H -0.52265 6.44671 -2.37547
H -1.66204 6.76525 -3.74900
C 2.20607 -3.79718 0.23963
S 1.29884 -4.96198 -0.91666
O 0.57333 -4.06059 -1.94239
C 2.68874 -5.53375 -1.98075
H 2.45913 -2.90456 -0.33246
H 3.00094 -4.30526 0.78565
H 1.44433 -3.42752 0.92607
H 3.37621 -4.79906 -2.39994
H 2.11820 -5.89518 -2.83630
H 3.20198 -6.28416 -1.37945
C -1.91558 -3.61942 1.42681
S -1.76694 -3.62371 3.27789
O -2.52070 -2.42807 3.89012
C 0.04112 -3.11165 3.43627
H -2.95677 -3.76690 1.13995
H -1.36853 -4.44180 0.96581
H -1.40618 -2.74795 1.01553
H 0.75156 -3.87462 3.11805
H 0.37076 -3.02538 4.47164
H 0.26168 -2.23405 2.82857
C 5.88753 3.04042 0.23597
S 4.52944 2.15838 -0.64116
O 5.20280 0.93368 -1.30573
C 3.70444 1.45081 0.89427
H 5.45186 3.89971 0.74579
H 6.65289 3.33977 -0.48007
H 6.30301 2.32458 0.94525
H 3.45052 2.22373 1.61969
H 4.44381 0.72248 1.22738
H 2.80797 0.87001 0.67724
C -4.66895 -2.59202 -2.11613
S -3.07992 -1.63602 -1.87106
O -2.05429 -2.28922 -2.83958
C -3.77606 -0.02669 -2.61622
H -4.75585 -3.60997 -1.73627
H -4.82320 -2.61561 -3.19490
H -5.45511 -2.02142 -1.62169
H -3.00372 0.73552 -2.51308
H -4.69272 0.27676 -2.11050
H -4.14282 -0.21120 -3.62594
```

Properties
Gap between HOMO and LUMO, eV: 1.673
Total charge: +1
Energy relative to the best compared isomer or geometry (same formula, charge and spin), kcal/mol: 150.30
Calculated total energy, eV: -102260.8564

No. 4
Here is a structure of composition C12H36BF4O6RbS6 in a non-equilibrium geometry from the Open Molecules 2025 dataset. Energies are from ωB97M-V/def2-TZVPD.

XYZ file:
```
66
Properties=species:S:1:pos:R:3
Rb -11.75796 -19.79090 19.08527
B -8.54922 -20.13930 20.24049
F -9.27676 -21.30535 19.94725
F -9.53393 -19.13315 20.31622
F -7.90659 -20.33782 21.45167
F -7.68596 -19.87292 19.19181
C -8.18489 -17.02358 17.23787
S -9.38224 -15.71725 17.79555
O -8.42745 -14.68839 18.30330
C -9.98552 -15.16831 16.18913
H -7.24783 -16.79335 17.74301
H -8.01171 -16.87647 16.17362
H -8.47664 -18.01230 17.59014
H -10.59579 -14.29616 16.41396
H -10.62145 -15.92465 15.71988
H -9.17908 -14.99995 15.47671
C -7.17828 -20.91470 16.58662
S -5.72893 -22.04846 16.48828
O -5.27151 -22.18607 17.91128
C -6.67353 -23.56261 16.13110
H -7.88662 -21.36912 17.28066
H -7.73115 -20.80646 15.65249
H -6.72881 -20.00337 16.96433
H -7.36112 -23.59471 16.98040
H -6.03593 -24.43130 16.29649
H -7.12914 -23.60719 15.14625
C -8.80382 -24.06357 20.65132
S -9.66772 -25.67560 20.79951
O -10.92678 -25.42430 21.57450
C -10.09660 -25.92091 19.03897
H -9.34161 -23.28890 21.19595
H -8.82100 -23.65634 19.64089
H -7.79928 -24.14047 21.05854
H -9.16554 -26.07419 18.49765
H -10.63831 -25.06450 18.62991
H -10.81277 -26.73875 18.98858
C -4.37919 -20.19414 24.18750
S -4.66066 -21.98422 24.47190
O -4.90580 -22.10204 25.95171
C -6.27870 -22.07892 23.62220
H -4.30230 -19.91127 23.14248
H -3.46356 -19.99811 24.75430
H -5.03347 -19.56468 24.79756
H -6.66458 -23.09300 23.71886
H -6.16079 -21.88855 22.55503
H -6.95765 -21.35331 24.06410
C -6.04961 -15.96375 23.03094
S -7.65438 -15.41234 22.34411
O -7.28090 -14.38645 21.32593
C -7.93421 -16.95364 21.39804
H -5.52588 -16.48161 22.22845
H -6.30761 -16.62732 23.85577
H -5.46420 -15.09000 23.30079
H -8.92755 -16.99719 20.91774
H -8.05284 -17.76735 22.11782
H -7.09889 -17.01016 20.70620
C -4.70223 -18.98689 20.16288
S -2.97190 -18.58353 19.97319
O -2.32320 -18.74189 21.30240
C -2.45667 -19.97025 18.97212
H -5.17684 -18.50849 21.01571
H -4.83844 -20.06013 20.32863
H -5.18158 -18.78356 19.20440
H -2.52905 -19.85737 17.89386
H -2.94686 -20.87031 19.34324
H -1.39812 -20.00781 19.23797
```

Properties
Gap between HOMO and LUMO, eV: 6.677
Energy relative to the best compared isomer or geometry (same formula, charge and spin), kcal/mol: 68.36
Calculated total energy, eV: -102527.0363

No. 5
Here is a cluster of 7 separate species, C12H36ClO6 in total in a non-equilibrium geometry from the Open Molecules 2025 dataset. Energies are from ωB97M-V/def2-TZVPD.

XYZ file:
```
55
Properties=species:S:1:pos:R:3
Cl -0.27063 -0.50940 0.71116
C 2.98780 1.71761 2.02197
C 2.00860 1.57194 3.16023
O 1.54518 0.23076 3.21802
H 2.49932 1.36607 1.11317
H 3.88150 1.11648 2.18945
H 3.21158 2.76149 1.80211
H 1.13081 2.20536 3.03232
H 2.38422 1.96060 4.10678
H 0.74512 0.21537 2.68766
C -2.48704 0.06337 -2.97878
C -2.51042 1.20598 -1.95751
O -2.89661 0.73702 -0.72254
H -3.46578 -0.39704 -3.11358
H -1.93446 -0.84241 -2.72912
H -2.13835 0.45021 -3.93631
H -3.17581 1.98755 -2.32427
H -1.51822 1.65587 -1.92234
H -2.11586 0.30700 -0.36604
C 3.32957 -2.30918 -0.50015
C 2.26596 -3.34337 -0.13522
O 1.63755 -2.98499 1.05325
H 3.73429 -2.46351 -1.50039
H 4.16989 -2.26521 0.19269
H 2.91559 -1.30160 -0.53905
H 2.72725 -4.30210 0.10172
H 1.56061 -3.54203 -0.94213
H 1.09964 -2.21533 0.85356
C 2.66296 0.12965 -3.39465
C 1.38545 0.42137 -2.66223
O 0.75502 -0.78502 -2.33506
H 3.40049 -0.30090 -2.71732
H 3.11869 1.03246 -3.80126
H 2.50021 -0.52147 -4.25352
H 0.71640 0.98688 -3.31082
H 1.54732 0.93688 -1.71558
H 0.17811 -0.58023 -1.59559
C -3.86366 -3.84274 2.65945
C -3.02118 -2.68001 2.23308
O -1.95834 -3.13099 1.45070
H -3.30344 -4.54657 3.27498
H -4.32825 -4.40426 1.84893
H -4.72293 -3.46817 3.21573
H -2.70157 -2.08054 3.08547
H -3.57255 -1.92912 1.66717
H -1.55901 -2.34594 1.06882
C -0.95896 4.78815 0.37880
C -1.24434 3.28323 0.23476
O 0.04093 2.66285 -0.00765
H -0.19040 4.94341 1.13598
H -1.88592 5.31177 0.61262
H -0.62212 5.19900 -0.57295
H -2.03284 3.18124 -0.51088
H -1.63089 2.92262 1.18798
H -0.03049 1.73981 0.24632
```

Properties
Gap between HOMO and LUMO (alpha / beta), eV: 11.128 / 3.742
Multiplicity: 2
Energy relative to the best compared isomer or geometry (same formula, charge and spin), kcal/mol: 4.69
Calculated total energy, eV: -37830.8495

No. 6
Here is a structure of composition C12H36InO16P4 in a non-equilibrium geometry from the Open Molecules 2025 dataset. Energies are from ωB97M-V/def2-TZVPD.

XYZ file:
```
69
Properties=species:S:1:pos:R:3
In -0.08488 0.18628 0.16708
C -0.95638 -6.02301 0.41361
O -0.84797 -4.85314 1.22121
P -1.89751 -3.64263 1.15439
O -1.28567 -2.33955 0.79619
O -2.62997 -3.65570 2.57014
C -3.25035 -4.76913 3.17947
O -2.98320 -4.14496 0.12914
C -4.08790 -3.34357 -0.26695
H -1.56337 -6.80451 0.88483
H 0.02367 -6.45185 0.22314
H -1.48629 -5.84414 -0.52326
H -4.32402 -4.75114 2.97684
H -3.04395 -4.79058 4.24647
H -2.89241 -5.71514 2.75845
H -4.95215 -3.62250 0.34398
H -4.47732 -3.50270 -1.27153
H -3.91491 -2.27650 -0.12510
C 1.13583 5.68236 -0.29201
O -0.21028 5.40287 0.07958
P -0.56694 4.37502 1.22206
O -0.18185 2.96367 0.94179
O -2.08622 4.58466 1.57032
C -2.70153 3.76000 2.54613
O 0.28274 4.99456 2.45827
C 0.54545 4.34896 3.71205
H 1.89554 5.08630 0.21098
H 1.44414 6.72129 -0.13246
H 1.11630 5.58074 -1.37860
H -2.74565 4.21713 3.53581
H -2.38842 2.71971 2.65869
H -3.74694 3.64714 2.24629
H 1.54738 4.62355 4.03041
H 0.52732 3.26291 3.60710
H -0.20696 4.68501 4.42677
C 2.58697 1.64106 -3.93634
O 1.20862 2.01595 -4.22914
P 0.19585 2.68044 -3.20176
O 0.37985 2.26464 -1.78305
O 0.31663 4.25787 -3.45194
C 0.57831 4.80572 -4.76048
O -1.20257 2.32089 -3.85973
C -2.42603 2.74717 -3.28625
H 2.71734 1.72490 -2.85429
H 3.16264 2.49259 -4.30004
H 2.80167 0.67486 -4.37017
H 1.16313 4.12027 -5.37413
H 1.00700 5.79442 -4.65024
H -0.40743 4.80972 -5.24379
H -2.99053 3.31323 -4.03539
H -2.27707 3.47787 -2.48708
H -3.09012 1.92953 -3.00606
C 2.15849 -4.18332 -1.80646
O 3.20719 -3.69495 -0.94382
P 2.85938 -2.90543 0.37689
O 1.88868 -1.79088 0.17903
O 2.41352 -4.01841 1.45817
C 1.78268 -3.65078 2.66287
O 4.28438 -2.42666 0.86776
C 4.45121 -1.47381 1.94290
H 2.17303 -5.26837 -1.77288
H 2.24153 -3.83943 -2.83614
H 1.22082 -3.73387 -1.46636
H 1.41131 -4.47105 3.27792
H 1.05267 -2.84437 2.62327
H 2.57099 -3.31366 3.36130
H 3.50960 -1.26364 2.44709
H 4.85869 -0.53931 1.55809
H 5.18622 -1.96462 2.57901
```

Properties
Gap between HOMO and LUMO, eV: 2.548
Total charge: +3
Energy relative to the best compared isomer or geometry (same formula, charge and spin), kcal/mol: 48.40
Calculated total energy, eV: -88092.8556

No. 7
Here is a structure of composition C12H36KN6O2P2 from the Open Molecules 2025 dataset. Energies are from ωB97M-V/def2-TZVPD.

XYZ file:
```
59
Properties=species:S:1:pos:R:3
K -2.53821 1.95438 -0.24308
O -1.77431 1.05395 2.34197
P -1.10480 -0.03498 3.09604
N 0.51088 0.25888 3.15423
C 1.38068 -0.54169 4.01684
C 1.19077 1.01080 2.10353
N -1.28464 -1.56288 2.47576
C -0.48744 -1.90615 1.31034
C -2.62267 -2.11687 2.41069
N -1.71391 -0.20053 4.60503
C -1.50360 -1.36880 5.45126
C -2.20892 0.98681 5.28115
H 2.36250 -0.64217 3.55310
H 0.97103 -1.53816 4.17104
H 1.54040 -0.06360 4.98656
H 1.98325 1.61512 2.54376
H 0.47105 1.65653 1.60950
H 1.62831 0.33966 1.35564
H -0.83056 -1.42590 0.38126
H 0.56383 -1.66910 1.46312
H -0.52599 -2.98359 1.12742
H -2.57785 -3.20480 2.42103
H -3.21625 -1.78714 3.26231
H -3.14166 -1.77191 1.50560
H -1.16446 -2.21150 4.86152
H -0.78544 -1.15721 6.25164
H -2.44499 -1.61634 5.95074
H -2.90532 0.68474 6.07187
H -2.76452 1.61614 4.59374
H -1.42466 1.54541 5.80407
O -0.63284 0.54280 -1.73538
P 0.37788 0.47018 -2.82746
N -0.38928 0.28570 -4.29651
C 0.40470 0.43061 -5.49818
C -1.75536 0.76987 -4.43215
N 1.42347 -0.79215 -2.80661
C 0.95099 -2.11211 -3.21915
C 2.34446 -0.83997 -1.65691
N 1.36384 1.78097 -2.82070
C 2.72965 1.79806 -3.34197
C 0.77583 3.07875 -2.53364
H 1.41453 0.05902 -5.33477
H 0.48977 1.47917 -5.82031
H -0.04787 -0.13293 -6.31613
H -1.80192 1.81363 -4.76859
H -2.29167 0.61789 -3.50024
H -2.28590 0.18546 -5.19171
H 0.10719 -2.45199 -2.60600
H 0.64750 -2.08807 -4.26056
H 1.76189 -2.82143 -3.06499
H 3.19604 -1.46684 -1.91868
H 2.66076 0.15008 -1.34968
H 1.86067 -1.32015 -0.79450
H 2.86555 2.65635 -3.99851
H 3.45465 1.82666 -2.52457
H 2.92152 0.89064 -3.90810
H 0.01348 2.97552 -1.76548
H 0.31089 3.52323 -3.42483
H 1.54709 3.77195 -2.20140
```

Properties
Gap between HOMO and LUMO, eV: 8.444
Total charge: +1
Energy relative to the best compared isomer or geometry (same formula, charge and spin), kcal/mol: 0.00
Calculated total energy, eV: -60966.2860